{
  "formula": "C27H48BClCrN10O6S3",
  "method": "wB97M-V/def2-TZVPD",
  "e_tot_ha": -4780.03692,
  "homo_lumo_gap_ev": [4.81, 4.78],
  "s2": 6.0217,
  "homo_ev": [-5.27, -5.27],
  "spin_multiplicity": 5,
  "total_charge": 0,
  "relative_energy_kcal_mol": 449.4,
  "elements": ["Cr", "C", "C", "C", "C", "N", "C", "C", "N", "B", "N", "C", "C", "N", "C", "S", "C", "C", "C", "C", "N", "C", "C", "N", "C", "S", "C", "C", "C", "C", "C", "S", "H", "H", "H", "H", "H", "H", "H", "H", "H", "H", "H", "H", "H", "H", "H", "H", "H", "H", "H", "H", "H", "H", "H", "H", "H", "H", "H", "H", "H", "H", "H", "H", "H", "H", "N", "C", "C", "C", "C", "N", "C", "N", "N", "C", "O", "O", "H", "H", "H", "H", "H", "H", "H", "H", "H", "H", "H", "H", "H", "H", "O", "Cl", "O", "O", "O"],
  "coordinates": [[0.53, 1.33, 0.17], [-3.64, -3.08, -3.30], [-2.13, -3.22, -3.51], [-1.85, -4.25, -4.60], [-1.52, -1.87, -3.90], [-1.52, -3.66, -2.24], [-0.42, -4.48, -2.13], [-0.08, -4.51, -0.83], [-0.93, -3.68, -0.12], [-0.43, -3.46, 1.42], [-1.36, -2.58, 2.39], [-2.68, -2.97, 2.44], [-3.34, -2.11, 3.22], [-2.42, -1.18, 3.69], [-1.18, -1.47, 3.19], [0.65, -0.12, 3.13], [-2.85, -0.06, 4.57], [-1.70, 0.44, 5.44], [-3.43, 1.06, 3.69], [-3.96, -0.57, 5.50], [1.06, -2.86, 1.40], [1.98, -3.47, 2.22], [3.18, -2.92, 2.02], [3.03, -1.93, 1.06], [1.72, -1.88, 0.72], [1.02, -0.83, -0.49], [4.19, -1.23, 0.44], [4.32, -1.74, -1.00], [5.47, -1.55, 1.22], [3.99, 0.29, 0.46], [-1.87, -3.16, -1.03], [-2.28, -1.21, -0.50], [-4.11, -2.70, -4.21], [-3.83, -2.40, -2.47], [-4.08, -4.05, -3.06], [-2.41, -4.00, -5.50], [-2.15, -5.25, -4.28], [-0.79, -4.27, -4.86], [-2.00, -1.49, -4.80], [-0.45, -1.97, -4.06], [-1.68, -1.17, -3.08], [0.04, -4.99, -2.96], [0.72, -5.04, -0.35], [-0.37, -4.55, 1.93], [-3.03, -3.81, 1.87], [-4.39, -2.08, 3.47], [-1.01, 1.08, 4.90], [-1.12, -0.40, 5.83], [-2.10, 1.01, 6.28], [-2.70, 1.85, 3.50], [-4.29, 1.53, 4.18], [-3.78, 0.66, 2.74], [-3.65, -1.49, 6.00], [-4.89, -0.76, 4.96], [-4.16, 0.18, 6.26], [1.69, -4.26, 2.89], [4.12, -3.14, 2.49], [4.48, -2.82, -1.01], [5.17, -1.26, -1.49], [3.41, -1.51, -1.55], [5.73, -2.61, 1.16], [5.37, -1.24, 2.26], [6.28, -0.99, 0.77], [3.36, 0.60, -0.36], [4.95, 0.79, 0.38], [3.50, 0.60, 1.39], [0.25, 3.45, 0.69], [0.64, 4.13, -0.53], [0.77, 5.65, -0.34], [1.40, 6.43, -1.51], [0.77, 6.18, -2.89], [1.27, 4.92, -3.47], [0.49, 3.95, -3.91], [-0.70, 4.25, -4.49], [0.88, 2.67, -3.85], [1.90, 3.36, -1.04], [2.86, 3.91, -1.60], [1.80, 2.08, -0.98], [-0.82, 3.13, 0.95], [0.75, 3.76, 1.52], [-0.16, 3.92, -1.26], [1.39, 5.82, 0.55], [-0.22, 6.05, -0.15], [2.46, 6.20, -1.56], [1.31, 7.50, -1.28], [1.05, 7.00, -3.55], [-0.32, 6.15, -2.81], [2.13, 4.60, -3.01], [-0.78, 5.17, -4.89], [-1.15, 3.52, -5.02], [1.54, 2.40, -3.12], [0.22, 1.95, -4.08], [1.60, 1.19, 2.57], [-1.03, 0.92, 1.17], [-1.61, 2.17, 1.32], [-0.41, 0.42, 2.23], [-1.69, 0.06, 0.38]],
  "mulliken_spin": [4.020, -0.001, 0.002, 0.000, -0.001, -0.001, -0.001, 0.002, 0.003, 0.010, 0.001, -0.002, 0.002, 0.001, -0.001, 0.006, 0.001, -0.001, -0.002, 0.000, -0.007, 0.001, -0.003, -0.005, 0.027, 0.021, -0.002, -0.005, 0.001, 0.012, 0.002, -0.010, 0.000, 0.001, 0.000, 0.000, 0.000, 0.000, 0.000, 0.000, 0.006, 0.000, 0.000, 0.000, 0.001, 0.000, 0.001, 0.000, 0.000, 0.000, 0.000, 0.001, 0.000, 0.000, 0.000, 0.000, -0.001, 0.000, 0.000, 0.002, 0.000, 0.000, 0.000, 0.005, -0.001, -0.006, -0.082, 0.069, 0.015, -0.003, 0.001, -0.001, 0.001, 0.000, 0.002, -0.055, 0.013, -0.059, 0.008, 0.017, 0.027, 0.000, -0.001, 0.000, 0.000, 0.000, 0.000, 0.001, 0.000, 0.000, 0.012, 0.000, 0.023, -0.247, 0.006, 0.159, 0.012]
}